The following is a quantum chemistry calculation of C50H50BIN13SiSr as an isolated structure, from the OMol25 dataset.

The geometry in XYZ format:
```
117
C50H50BIN13SiSr (wB97M-V/def2-TZVPD)
Sr 0.7731 -26.2949 -0.0551
I 3.1661 -28.7049 -0.7004
C 4.2124 -28.0256 1.0113
C 5.1474 -28.9154 1.5409
C 6.0190 -28.5067 2.5842
C 5.7906 -27.3272 3.2751
C 4.7816 -26.4823 2.8362
C 4.4414 -25.3122 3.6199
C 3.4287 -24.4930 3.2274
C 2.6595 -24.7301 2.0519
C 2.8673 -25.9064 1.3990
C 3.9477 -26.8009 1.6830
H 5.2937 -29.8846 1.1297
H 6.9629 -29.0438 2.7532
H 6.3419 -27.0005 4.1721
H 5.0436 -25.1103 4.5329
H 3.1809 -23.5514 3.7027
H 1.8307 -24.0407 1.7696
B -2.5976 -26.3556 2.6549
N -1.2593 -26.9519 3.1278
C -1.2252 -27.6009 4.3143
C 0.0671 -28.0089 4.5008
C 0.7481 -27.6608 3.3028
N -0.0641 -27.0685 2.4282
N -2.5724 -25.4332 1.3876
C -3.5725 -24.5911 1.1691
C -3.1849 -23.7569 0.1099
C -1.8683 -24.1620 -0.2439
N -1.4590 -25.1952 0.5087
H -3.3741 -27.2084 2.3187
H -3.0486 -25.7483 3.6325
H -2.1067 -27.5543 4.9960
H 0.5168 -28.5002 5.3603
H 1.8071 -27.7244 3.0852
H -4.4580 -24.5436 1.8294
H -3.6937 -22.8463 -0.2701
H -1.2203 -23.7402 -0.9787
C -1.0388 -24.3792 7.5128
C 0.1581 -24.3850 6.7993
C 0.2873 -23.7970 5.5639
C -0.8093 -23.0009 5.0471
C -1.9347 -22.8657 5.8415
C -2.0706 -23.5120 7.0844
Si -0.6192 -22.1636 3.2587
C -1.9933 -20.8268 3.3955
C -1.7918 -19.7991 4.2702
C -2.8421 -18.8928 4.5553
C -4.1090 -18.9566 3.9170
C -4.2641 -19.9077 2.8527
C -3.1909 -20.8120 2.6276
C 1.0266 -21.2710 3.3120
C 1.7355 -20.8331 2.2071
C 3.0358 -20.2699 2.3059
C 3.5468 -19.9513 3.5684
C 2.7689 -20.1960 4.6816
C 1.5583 -20.8893 4.5631
H -1.1043 -25.0139 8.3911
H 1.0317 -24.7963 7.2667
H 1.0930 -23.9708 4.8662
H -2.7877 -22.3521 5.4724
H -2.9735 -23.4397 7.6332
H -0.8764 -19.7352 4.8306
H -2.7092 -18.0856 5.2689
H -4.8730 -18.2421 4.2336
H -5.1457 -20.0188 2.2274
H -3.2343 -21.6516 1.9359
H 1.2644 -20.8955 1.2502
H 3.6345 -20.0941 1.4183
H 4.5202 -19.5590 3.5645
H 3.1101 -19.9233 5.6504
H 1.0479 -21.1498 5.4895
C 3.1699 -20.2698 -2.1266
C 4.2400 -21.1912 -2.8082
C 5.4100 -21.5399 -1.8207
C 3.6082 -22.3572 -3.5812
N 2.7515 -23.1436 -2.6187
C 2.7154 -24.4666 -2.4067
N 1.6432 -24.7988 -1.6880
N 0.9408 -23.6014 -1.5485
N 1.5764 -22.6340 -2.0616
H 3.6610 -19.3399 -1.7811
H 2.7969 -20.8288 -1.2537
H 2.3279 -20.1317 -2.8104
H 4.7310 -20.6128 -3.6154
H 5.1573 -22.1096 -0.9321
H 5.8168 -20.5926 -1.4348
H 6.1959 -22.0826 -2.3951
H 4.4273 -23.0619 -3.8547
H 3.0060 -21.9406 -4.3852
H 3.5033 -25.1705 -2.6940
C 0.0645 -28.3076 -3.2105
C -0.7511 -28.8725 -2.0881
N -0.5076 -28.5168 -0.8081
C -1.4578 -29.2404 -0.0341
C -2.2051 -30.0351 -0.8204
N -1.7358 -29.8714 -2.1394
C -2.5367 -30.1964 -3.3600
N -1.7333 -31.0865 -4.2699
N -2.3254 -31.4510 -5.4692
N -1.4653 -32.1283 -6.1881
C -0.2805 -32.2946 -5.4951
C 0.7347 -33.2095 -5.8265
C 1.6016 -33.5411 -4.7970
C 1.5540 -32.9341 -3.5406
C 0.5580 -31.9568 -3.2627
C -0.4121 -31.6704 -4.2302
H 0.0591 -27.1903 -3.2088
H -0.2793 -28.7232 -4.1189
H 1.1316 -28.6406 -3.0390
H -1.4279 -29.0751 1.0476
H -2.9855 -30.6960 -0.5399
H -2.7340 -29.2894 -3.8904
H -3.4602 -30.7835 -3.1005
H 0.7806 -33.6104 -6.9033
H 2.3966 -34.2685 -5.0104
H 2.3207 -33.1880 -2.7762
H 0.5489 -31.4482 -2.2925
```

Net charge: -1
Maximum force, eV/A: 3.7
Energy, Ha: -3289.8128

The following is a quantum chemistry calculation of F2H2NO9PS2Tl as an isolated structure, from the OMol25 dataset.

The geometry in XYZ format:
```
18
F2H2NO9PS2Tl (wB97M-V/def2-TZVPD)
Tl 7.2549 9.8935 25.7243
N 5.4979 14.2446 22.3500
S 4.7764 14.6461 21.0241
O 5.5938 15.1028 19.8966
O 3.3859 15.1189 21.0469
F 4.5726 13.0752 20.5090
S 5.5491 15.8538 22.8514
O 4.4079 16.2665 23.6174
O 6.4062 16.8322 22.2225
F 6.5938 15.3029 23.9520
P 5.3775 6.7924 31.6915
O 4.9189 5.5555 32.4326
O 6.7413 6.9311 32.3558
O 4.2396 7.7385 32.2013
O 5.5482 6.4850 30.1413
O 3.7001 11.9141 29.3835
H 3.1251 12.6571 29.5664
H 3.4520 11.2537 30.0305
```

Net charge: -1
Maximum force, eV/A: 8.3
Energy, Ha: -2242.9428

The following is a quantum chemistry calculation of a single C4H6O molecule, from the OMol25 dataset.

The geometry in XYZ format:
```
11
C4H6O (wB97M-V/def2-TZVPD)
O 0.9891 0.1248 2.1324
C 0.4678 0.0619 1.0509
C 0.0246 -1.0991 0.1571
C -0.4674 -0.0488 -0.8730
C 0.0771 1.1081 0.0059
H 0.8746 -1.7154 -0.1579
H -0.7384 -1.7535 0.5905
H -1.5552 -0.0383 -0.9879
H -0.0041 -0.1205 -1.8577
H -0.6383 1.8735 0.3210
H 0.9701 1.6073 -0.3813
```

Maximum force, eV/A: 0.7
Energy, Ha: -231.2215
SMILES: O=C1CCC1

The following is a quantum chemistry calculation of a 2-piece molecular cluster, C13H17NO3 overall, from the OMol25 dataset.

The geometry in XYZ format:
```
34
C13H17NO3 (wB97M-V/def2-TZVPD)
C 2.3629 -0.4540 -1.8418
O 1.0898 0.1599 -1.8536
C 0.0995 -0.7599 -1.9167
C -1.2579 -0.4532 -2.0463
C -2.2344 -1.4742 -2.0155
C -3.5643 -1.1670 -2.1352
C -3.9613 0.1540 -2.2956
C -3.0193 1.1715 -2.3436
C -1.6852 0.8803 -2.2188
H 3.1230 0.3233 -1.7480
H 2.4452 -1.1494 -1.0021
H 2.5121 -0.9923 -2.7787
H 0.3813 -1.8004 -1.8494
H -1.9166 -2.4927 -1.8772
H -4.3024 -1.9508 -2.0918
H -5.0079 0.3894 -2.3855
H -3.3378 2.1936 -2.4731
H -0.9455 1.6594 -2.2608
O 0.1835 -1.8631 0.7452
C -0.2090 -1.2747 1.7507
C 0.3400 0.1222 2.0020
C 0.8958 0.2762 3.4332
C 2.2394 1.0424 3.2930
C 2.3920 1.3544 1.7909
N 1.4775 0.4195 1.1153
O -1.0036 -1.6887 2.5936
H -0.4540 0.8597 1.8155
H 0.1880 0.7779 4.1024
H 1.0527 -0.7222 3.8550
H 2.2736 1.9515 3.9050
H 3.0726 0.4154 3.6331
H 2.0988 2.3844 1.5543
H 3.4191 1.2037 1.4384
H 1.2527 0.5041 0.1062
```

Maximum force, eV/A: 4.0
Energy, Ha: -785.9252

The following is a quantum chemistry calculation of an isolated ion of composition C2H5N2S2 and charge +1, from the OMol25 dataset.

The geometry in XYZ format:
```
11
C2H5N2S2 (wB97M-V/def2-TZVPD)
C -0.5480 0.0901 0.5846
C 1.3509 -0.5638 -0.7322
N 0.2056 1.2047 0.7150
N 0.1671 -0.9220 -0.0072
S 1.6036 1.2346 -0.0425
S -2.0511 1.0228 -0.4941
H -1.2083 -0.1157 1.3952
H 2.1590 -1.2238 -0.8800
H 1.0820 -0.2636 -1.7715
H 0.1647 -1.7009 0.5251
H -2.9254 1.2378 0.7077
```

Net charge: +1
Maximum force, eV/A: 3.9
⟨S²⟩: 2.013
Multiplicity: 3
Energy, Ha: -984.6702

The following is a quantum chemistry calculation of a 2-piece molecular cluster, C2H10N2O overall, from the OMol25 dataset.

The geometry in XYZ format:
```
15
C2H10N2O (wB97M-V/def2-TZVPD)
C -1.2689 -0.8043 0.6465
N 0.1231 -0.4797 0.3875
C 0.6631 0.8850 0.8973
N -0.1847 2.0850 0.5051
H -1.5796 -1.5854 -0.0835
H -1.3148 -1.3370 1.6409
H -2.0134 -0.0244 0.5249
H 0.7252 -1.3278 0.7276
H 1.6415 0.8528 0.4186
H 0.7847 0.9605 1.8958
H 0.4003 2.8531 0.2069
H -0.5888 1.8185 -0.3596
H 1.2518 -1.1519 -1.8089
H 0.8702 -1.4179 -3.2606
O 0.4902 -1.3266 -2.3384
```

Net charge: +1
Maximum force, eV/A: 5.8
⟨S²⟩: 0.755
Multiplicity: 2
Energy, Ha: -266.5763

The following is a quantum chemistry calculation of C12H18ClEuIN2OPS as an isolated structure, from the OMol25 dataset.

The geometry in XYZ format:
```
38
C12H18ClEuIN2OPS (wB97M-V/def2-TZVPD)
C 0.5487 -2.0131 -5.4400
I -0.2087 -1.4086 -3.4662
H 1.6118 -1.7762 -5.4881
H 0.0021 -1.4755 -6.2174
H 0.3903 -3.0876 -5.5477
Eu 0.4066 -0.0496 0.0202
P 0.5876 -2.6570 1.1445
C -0.8541 -3.7484 1.0888
C 1.9518 -3.3833 0.1839
H 2.0155 -1.7694 2.8847
H 1.4224 -3.4766 3.1614
H 0.3332 -2.0424 3.4587
C 1.1567 -2.4594 2.8586
H 2.8142 -2.6963 0.1944
H 2.1580 -4.3233 0.7058
H -0.4591 -4.6705 1.5246
H -1.1605 -3.8426 0.0382
H 1.6162 -3.5335 -0.8542
H -1.6482 -3.2769 1.6839
C -1.9212 -0.8792 -0.2203
O -3.0146 -1.0360 -0.4868
Cl 2.8277 0.2457 0.7993
N 0.4989 2.0179 -2.5945
C -0.0180 2.6905 -1.5283
N -0.2551 2.0568 -0.3784
C -0.6748 2.8239 0.6900
C -0.9069 2.3998 2.0175
C -1.3120 3.3855 2.9316
C -1.4665 4.7287 2.5240
C -1.2127 5.1005 1.1839
C -0.8136 4.1496 0.2659
S -0.3950 4.3340 -1.4833
H 0.5849 2.5784 -3.4209
H 0.7817 1.0216 -2.6181
H -0.7705 1.3283 2.3168
H -1.5099 3.1124 3.9789
H -1.7843 5.4933 3.2508
H -1.3227 6.1383 0.8378
```

Net charge: +2
Maximum force, eV/A: 4.3
⟨S²⟩: 12.104
Multiplicity: 7
Energy, Ha: -2860.0326

The following is a quantum chemistry calculation of a single C4H6N2O molecule, from the OMol25 dataset.

The geometry in XYZ format:
```
13
C4H6N2O (wB97M-V/def2-TZVPD)
N 1.1672 -0.0152 -1.2853
C 0.1812 -0.2632 -0.3293
C -0.1435 0.9075 0.5135
O 0.8663 1.8033 0.6489
N -1.2789 1.0409 1.0669
C -1.5523 -1.7301 0.6401
C -0.4116 -1.4879 -0.1538
H 0.9624 0.7511 -1.9185
H 1.4399 -0.8382 -1.8072
H 1.6560 1.4279 0.2225
H -1.2748 1.8674 1.6681
H -1.4995 -1.2012 1.6000
H -0.1125 -2.2624 -0.8659
```

Maximum force, eV/A: 0.8
Energy, Ha: -340.6263

Q: Which formula does entry 3 have?
A: C4H6O